1.
The following is a quantum chemistry calculation of a molecular structure, C48H35Cl5F6GeMoN2O7PS2 at a distorted geometry, from OMol25.

As for the total charge: +1. As for the energy above the lowest of the compared OMol25 structures with the same formula, charge and spin: 0.00 kJ/mol. Its spin multiplicity is 3. Its maximum force is 0.09048 Eh/bohr. The calculation puts the lowest unoccupied orbital energy (spin up / spin down) at -0.169 / -0.165 hartree. The gap between HOMO and LUMO (spin up / spin down) is 6.42 / 6.52 eV.

Geometry as XYZ:
```
108
Properties=species:S:1:pos:R:3:mulliken_charge:R:1
Mo 2.69974 -0.75476 -1.60842 -2.365
F 1.05795 -2.48285 -4.81634 -0.186
C 0.95778 -3.70729 -4.31466 0.675
F 1.19209 -4.57092 -5.29047 -0.234
F -0.24486 -3.89778 -3.77324 -0.176
S 2.24371 -3.98426 -3.02557 1.102
O 1.95939 -2.85037 -2.14507 -0.360
O 2.15763 -5.30330 -2.50641 -0.719
N 3.55875 -3.80895 -3.85908 -0.513
S 4.37414 -2.53023 -3.92551 1.153
O 5.72289 -2.72746 -3.51529 -0.870
O 3.73768 -1.34078 -3.33187 -0.523
C 4.35261 -1.94130 -5.70160 0.539
F 4.93354 -2.83731 -6.48573 -0.201
F 3.10012 -1.76910 -6.06931 -0.156
F 4.99818 -0.79388 -5.77300 -0.179
Cl 2.58974 1.29906 -3.69505 -0.164
C 3.32720 1.97444 -2.28151 1.134
C 3.57169 1.11756 -1.21012 -0.803
C 4.18862 1.68381 -0.06464 1.309
Cl 4.47516 0.69550 1.29305 -0.094
C 4.54338 3.05088 -0.00673 -0.073
Cl 5.33147 3.71284 1.36167 -0.165
C 4.24676 3.86959 -1.11723 0.659
Cl 4.72046 5.49461 -1.09954 -0.173
C 3.61522 3.34517 -2.24437 -0.037
Cl 3.13336 4.35825 -3.51426 -0.183
O 5.69126 -0.84157 -1.37897 -0.457
N 4.54449 -1.46384 -0.76943 0.888
C 4.92583 -2.02826 0.26674 -1.121
C 4.18745 -2.69199 1.35891 0.682
C 4.88622 -3.34870 2.39791 -0.856
C 4.24981 -3.92975 3.42340 -0.691
C 2.85211 -3.93055 3.49762 -1.083
C 2.19882 -3.21864 2.53750 -0.786
C 2.78503 -2.57993 1.48958 0.431
P 1.76656 -1.43634 0.53150 4.113
C 1.42377 -0.04822 1.68780 1.791
C 1.49584 1.26574 1.24430 -0.549
C 1.50622 2.35479 2.13092 -1.318
C 1.36919 2.11002 3.47323 -1.097
C 1.13611 0.82028 3.91856 -0.821
C 1.18904 -0.28167 3.04964 -0.845
C 0.25109 -2.44003 0.33307 0.386
C 0.34551 -3.82098 0.01131 -0.868
C -0.78074 -4.61051 -0.08438 -1.191
C -2.02946 -4.04560 -0.01568 -0.914
C -2.17653 -2.69086 0.34296 -0.491
C -1.03031 -1.89638 0.54718 0.447
H 5.86035 -1.48980 -2.10122 0.419
H 6.02125 -2.03547 0.48085 0.337
H 5.98907 -3.40519 2.33485 0.444
H 4.88888 -4.49392 4.15893 0.344
H 2.34340 -4.35913 4.37458 0.432
H 1.14834 -3.19340 2.58118 0.712
H 1.62790 1.44664 0.20138 0.186
H 1.73018 3.35177 1.77246 0.711
H 1.43866 2.92291 4.21878 0.400
H 1.03703 0.66770 4.98408 0.455
H 1.03368 -1.25888 3.46263 0.515
H 1.29795 -4.24129 -0.15664 0.858
H -0.69939 -5.65661 -0.33215 0.440
H -2.93225 -4.63228 -0.13459 0.485
H -3.14785 -2.23495 0.41543 0.607
H -1.18758 -0.86262 0.88734 -0.608
O -0.29454 -0.84038 -2.87256 -0.522
C -0.25837 -0.07317 -1.97234 -1.080
O 0.89800 0.13010 -1.24448 1.305
C -1.49879 0.73229 -1.52237 -0.475
C -1.50876 1.63285 -0.29850 0.543
Ge -3.27507 2.13386 0.47076 2.372
C -3.83458 3.97112 -0.00782 0.228
C -2.93642 5.03340 -0.10364 -0.592
C -3.39946 6.29735 -0.44588 -0.599
C -4.75224 6.50073 -0.74628 -0.476
C -5.63945 5.44303 -0.72108 -0.572
C -5.16774 4.15981 -0.32069 -0.293
C -4.51638 0.73663 -0.16387 -0.312
C -4.91257 0.59959 -1.51965 0.065
C -5.80096 -0.42974 -1.90508 -0.750
C -6.25666 -1.32395 -0.94619 -0.396
C -5.96126 -1.17692 0.38060 -0.595
C -5.10080 -0.15494 0.76451 -0.390
C -3.23717 1.92803 2.45097 -0.648
C -4.03121 2.76616 3.20757 -0.401
C -4.17552 2.57033 4.60758 -0.787
C -3.37954 1.60177 5.21101 -0.577
C -2.47566 0.84263 4.46645 -0.714
C -2.39446 1.00833 3.09913 0.604
H -2.30926 -0.00029 -1.46936 0.095
H -1.81120 1.22572 -2.47255 0.573
H -0.97664 2.55428 -0.45131 0.762
H -0.97760 1.13651 0.55770 -1.439
H -1.88855 4.86890 0.07473 0.357
H -2.73081 7.17156 -0.50808 0.348
H -5.11417 7.48096 -1.07619 0.360
H -6.67681 5.56983 -1.05244 0.381
H -5.90146 3.32474 -0.24252 0.272
H -4.52698 1.29715 -2.25748 0.440
H -6.19939 -0.48179 -2.93126 0.390
H -6.96577 -2.14383 -1.18948 0.359
H -6.42373 -1.79360 1.14610 0.416
H -4.87591 -0.04182 1.83765 0.257
H -4.56019 3.62598 2.74884 0.333
H -4.87768 3.16179 5.19992 0.410
H -3.40703 1.44815 6.28708 0.367
H -1.88869 0.09266 4.99361 0.447
H -1.75986 0.34052 2.51560 0.152
```

=====

2.
The following is a quantum chemistry calculation of a molecular structure, C48H36BCoF2OP2S at a distorted geometry, from OMol25.

As for the total charge: +2. Its spin multiplicity is 5. Its maximum force is 0.04657 Eh/bohr. The calculation puts the lowest unoccupied orbital energy (spin up / spin down) at -0.184 / -0.304 hartree. The gap between HOMO and LUMO (spin up / spin down) is 7.90 / 4.73 eV.

Geometry as XYZ:
```
92
Properties=species:S:1:pos:R:3:mulliken_charge:R:1
Co -1.48385 0.61652 -0.06937 0.039
O 0.06652 -0.01019 1.32304 -0.701
S 1.03213 -0.51981 0.27740 1.392
C 1.35816 -2.22837 0.76724 0.309
C 2.29749 -2.57180 1.71727 -0.383
C 2.70456 -3.89689 1.92389 -1.405
C 2.18053 -4.87776 1.11593 0.197
C 2.43796 -6.34595 1.01411 -0.885
C 1.45037 -6.85575 -0.06057 -0.770
C 0.68068 -5.65246 -0.48514 0.031
C -0.36606 -5.49037 -1.36159 -1.249
C -0.93313 -4.22130 -1.48968 0.168
C -0.46875 -3.10106 -0.81353 -0.112
P -1.57663 -1.64136 -0.82062 1.317
C -2.35314 -1.62923 -2.44843 0.809
C -1.58318 -1.84097 -3.59216 -0.679
C -2.15245 -1.69930 -4.84275 -0.749
C -3.48728 -1.33820 -4.96050 -0.644
C -4.24895 -1.09468 -3.82364 -1.035
C -3.68436 -1.22296 -2.56810 -0.563
C -2.85028 -2.21956 0.36199 1.006
C -2.77802 -1.76089 1.67664 -0.374
C -3.71838 -2.16898 2.60706 -0.957
C -4.74222 -3.02242 2.22762 -0.670
C -4.80593 -3.49227 0.92498 -0.852
C -3.86265 -3.10091 -0.00956 -0.268
C 0.66316 -3.22427 0.03668 -1.063
C 1.16186 -4.52963 0.20892 1.466
C 2.57970 0.31861 0.66307 0.207
C 3.77357 -0.35519 0.49319 -0.362
C 5.00644 0.18741 0.86938 -1.377
C 5.02256 1.43813 1.44054 0.110
C 6.13360 2.28799 1.95935 -0.790
C 5.46933 3.62478 2.35640 -0.845
C 4.02546 3.45578 2.02449 0.230
C 2.96313 4.32721 2.07722 -1.368
C 1.73827 3.90661 1.55652 0.068
C 1.52642 2.63467 1.03843 0.534
P -0.01911 2.46499 0.07987 1.630
C 0.28187 3.52501 -1.35578 0.578
C -0.81946 4.00130 -2.07225 -0.647
C -0.62593 4.79347 -3.18585 -1.065
C 0.66007 5.08322 -3.61877 -0.694
C 1.75521 4.56280 -2.94435 -0.758
C 1.57320 3.77245 -1.82551 -0.615
C -1.25124 3.29158 1.13471 0.610
C -1.77999 4.56190 0.92142 -0.264
C -2.75160 5.04699 1.78137 -0.898
C -3.19751 4.28002 2.84701 -0.635
C -2.65128 3.02664 3.08095 -0.984
C -1.68979 2.52722 2.22405 -0.368
C 2.57117 1.67721 1.06988 -1.639
C 3.81624 2.15918 1.52124 1.238
H 2.74694 -1.79749 2.32107 0.814
H 3.42897 -4.11855 2.68973 0.490
H 2.27051 -6.83912 1.97361 0.330
H 3.47422 -6.53933 0.73181 0.329
H 0.78341 -7.62128 0.33699 0.328
H 1.96948 -7.30242 -0.91054 0.334
H -0.78212 -6.31672 -1.91377 0.516
H -1.79024 -4.11434 -2.13777 0.570
H -0.54020 -2.11543 -3.49586 0.440
H -1.55420 -1.85900 -5.72756 0.460
H -3.93552 -1.24234 -5.93688 0.457
H -5.27836 -0.78127 -3.91620 0.496
H -4.27255 -1.01229 -1.68115 0.643
H -1.97566 -1.09421 1.97231 0.387
H -3.65641 -1.81567 3.62484 0.494
H -5.49392 -3.31751 2.94440 0.432
H -5.59700 -4.16648 0.63073 0.465
H -3.92368 -3.47390 -1.02149 0.399
H 3.76105 -1.34745 0.06798 0.849
H 5.90916 -0.38308 0.72345 0.511
H 6.89785 2.42595 1.19292 0.336
H 6.62402 1.81426 2.81123 0.342
H 5.89406 4.46750 1.80881 0.335
H 5.60375 3.84026 3.41697 0.362
H 3.06844 5.33224 2.45144 0.492
H 0.92622 4.62068 1.52233 0.463
H -1.82190 3.77122 -1.73770 0.644
H -1.48178 5.17020 -3.72698 0.459
H 0.80464 5.71959 -4.47886 0.434
H 2.75514 4.76499 -3.29697 0.465
H 2.42962 3.36593 -1.30323 0.327
H -1.43000 5.17762 0.10579 0.643
H -3.15997 6.03261 1.61643 0.484
H -3.96737 4.66365 3.49875 0.451
H -2.97589 2.44230 3.92795 0.512
H -1.23165 1.56428 2.42112 0.488
F -2.24277 1.28952 -2.10799 -0.117
B -3.08193 1.37192 -1.02007 -0.011
F -4.20280 1.96400 -1.35134 -0.125
```

=====

3.
The following is a quantum chemistry calculation of a molecular structure, C48H36Cl5NP3Se2Ti at a distorted geometry, from OMol25.

As for the total charge: +1. As for the energy above the lowest of the compared OMol25 structures with the same formula, charge and spin: 0.00 kJ/mol. Its maximum force is 0.01969 Eh/bohr. The calculation puts the lowest unoccupied orbital energy at -0.131 hartree. The gap between HOMO and LUMO is 6.80 eV.

Geometry as XYZ:
```
96
Properties=species:S:1:pos:R:3:mulliken_charge:R:1
Ti -0.07855 0.04698 0.12014 -1.953
C 2.50351 -0.88323 -1.82171 -1.129
P 2.73981 -0.51992 -0.02416 0.648
C 4.54799 -0.13906 0.09164 0.734
C 5.42174 -1.11489 -0.39636 -0.457
C 6.79153 -0.93682 -0.31306 -0.911
C 7.31311 0.21547 0.26561 -0.526
C 6.45643 1.18374 0.75608 -0.817
C 5.07765 1.01098 0.66863 -0.145
C 2.80245 -2.11576 0.88401 0.649
C 2.75156 -2.01075 2.27610 -0.996
C 2.75626 -3.14515 3.07396 -0.626
C 2.82516 -4.40302 2.48704 -0.722
C 2.91912 -4.51622 1.10781 -0.670
C 2.90971 -3.37861 0.30955 0.097
C 1.54152 0.12407 -2.37835 0.016
C 1.56752 0.76927 -3.57569 -1.461
C 0.47290 1.69232 -3.60018 -1.145
C -0.18483 1.58181 -2.41442 -0.534
C -1.32229 2.38967 -1.87022 -0.772
P -0.99529 2.57915 -0.06492 1.148
C -2.58098 2.70422 0.81841 -0.205
C -2.55195 2.52300 2.20490 -0.229
C -3.72794 2.51929 2.93950 -0.828
C -4.94567 2.68741 2.29248 -0.644
C -4.97976 2.89552 0.92157 -0.766
C -3.80242 2.90882 0.18612 -0.238
C -0.34276 4.28156 0.00931 0.807
C -0.84293 5.22961 0.89510 -0.825
C -0.34057 6.52642 0.87625 -0.786
C 0.65804 6.87744 -0.01625 -0.691
C 1.16592 5.92986 -0.89853 -0.853
C 0.67440 4.63650 -0.88252 -0.271
N 0.45399 0.60394 -1.63192 2.808
H 2.12535 -1.89652 -1.92763 0.382
H 3.44567 -0.81134 -2.35619 0.650
H 5.03478 -2.02463 -0.84119 0.332
H 7.45432 -1.70666 -0.69134 0.422
H 8.38429 0.35367 0.33293 0.399
H 6.85435 2.08164 1.21523 0.439
H 4.43197 1.77280 1.05988 0.339
H 2.73299 -1.02850 2.74030 0.478
H 2.70252 -3.04838 4.15195 0.469
H 2.81931 -5.29255 3.10519 0.418
H 2.99741 -5.49354 0.64705 0.452
H 2.98800 -3.48842 -0.76606 0.357
H 2.29777 0.61937 -4.35936 0.566
H 0.21657 2.36523 -4.40775 0.631
H -2.28545 1.90057 -1.99035 0.338
H -1.35774 3.35525 -2.36767 0.673
H -1.60189 2.39984 2.71248 0.551
H -3.69540 2.37645 4.01205 0.465
H -5.86845 2.66732 2.85832 0.410
H -5.92767 3.04162 0.41925 0.450
H -3.84110 3.08849 -0.88234 0.402
H -1.62853 4.97170 1.59066 0.393
H -0.73586 7.26126 1.56545 0.447
H 1.03948 7.89013 -0.03263 0.398
H 1.95267 6.19905 -1.59306 0.478
H 1.07273 3.89993 -1.57448 0.281
Se -0.07428 -2.55276 -0.33033 -0.396
P -2.12142 -2.21909 -0.95734 1.064
Se -2.68517 -0.23847 -0.27026 -0.225
C -2.30644 -2.38989 -2.74024 0.472
C -2.61835 -1.30437 -3.54850 -0.067
C -2.79282 -1.49506 -4.91420 -0.765
C -2.65517 -2.76164 -5.46035 -0.490
C -2.33080 -3.84599 -4.65086 -0.668
C -2.15651 -3.66490 -3.28967 -0.532
C -3.25404 -3.42592 -0.24477 0.925
C -4.60940 -3.30428 -0.56020 -0.479
C -5.51574 -4.20796 -0.03342 -0.733
C -5.07317 -5.22723 0.80475 -0.480
C -3.72893 -5.34140 1.12194 -0.689
C -2.81090 -4.43725 0.59818 -0.557
H -2.72038 -0.31926 -3.11232 0.092
H -3.03630 -0.65262 -5.54908 0.439
H -2.80216 -2.91067 -6.52301 0.400
H -2.21686 -4.83230 -5.08332 0.430
H -1.90719 -4.50738 -2.65353 0.415
H -4.94652 -2.50729 -1.21442 0.401
H -6.56767 -4.11891 -0.27302 0.418
H -5.78357 -5.93612 1.21230 0.393
H -3.39209 -6.13125 1.78174 0.431
H -1.75890 -4.51544 0.84398 0.311
Cl -1.12994 -1.15206 2.62419 -0.209
C 0.02659 0.07975 3.00587 0.572
C 0.56780 0.78413 1.93410 0.290
C 1.44585 1.82463 2.26499 0.947
Cl 2.07337 2.84082 1.02074 0.018
C 1.78880 2.11635 3.57857 -0.095
Cl 2.84297 3.42239 3.92721 -0.175
C 1.25737 1.34682 4.61747 0.364
Cl 1.68765 1.68151 6.23965 -0.177
C 0.36127 0.32404 4.33274 0.185
Cl -0.31941 -0.62831 5.58383 -0.160
```

=====

Which formula does entry 3 have?
C48H36Cl5NP3Se2Ti